Entry 1:
ORCA calculation (wB97M-V/def2-TZVPD) on a 2-piece molecular cluster, C6H13NO overall in a non-equilibrium geometry.

Positions of all 21 atoms, in Å:
H (-2.57813, 1.63040, -0.91341)
N (-2.03186, 1.36933, -0.09918)
C (-0.77425, 1.22841, -0.32672)
C (-0.14209, 1.26234, -1.69554)
O (0.03335, 1.94162, 0.66174)
H (0.90805, 1.54620, -1.68681)
H (-0.70587, 1.93947, -2.33627)
H (-0.17675, 0.24918, -2.09796)
H (-0.60910, 2.40654, 1.22418)
C (0.19405, -0.13200, 1.76045)
C (0.31802, -0.78930, 0.55128)
C (1.68101, -0.86679, -0.10086)
C (-0.48936, -2.05086, 0.35664)
H (0.97070, 0.48343, 2.18849)
H (-0.62235, -0.34494, 2.43656)
H (2.29630, -1.64553, 0.35568)
H (2.19837, 0.08806, -0.02688)
H (1.59460, -1.15167, -1.15092)
H (0.06965, -2.92791, 0.69333)
H (-0.70668, -2.20399, -0.70127)
H (-1.42767, -2.03198, 0.90745)

Maximum force ... 0.102 hartree/bohr
SMILES string ... [H]/N=C(\C)O.C=C(C)C
Relative energy (zero: lowest compared OMol25 entry of this formula, charge and spin) ... 84.2 kcal/mol
E_HOMO ... -8.436 eV
HOMO-LUMO gap ... 8.91 eV

=====

Entry 2:
ORCA calculation (wB97M-V/def2-TZVPD) on a 10-piece molecular cluster, C48H95Cl2F2N13O4S2 overall in a non-equilibrium geometry.

Positions of all 166 atoms, in Å:
C (21.73777, -1.32708, 0.89846)
C (20.27072, -0.90865, 0.84596)
C (19.94324, -0.06653, -0.38008)
C (18.57638, 0.60255, -0.49065)
N (18.31515, 1.16136, -1.87209)
C (18.11788, -0.01466, -2.82644)
C (17.02039, 0.44660, -3.77971)
C (16.15777, 1.42892, -2.97450)
C (16.97237, 1.90123, -1.78840)
C (19.36442, 2.09940, -2.37673)
H (21.84392, -1.94826, 0.00164)
H (21.98940, -1.98708, 1.72382)
H (22.40375, -0.46857, 0.84484)
H (20.06474, -0.29197, 1.72800)
H (19.66019, -1.81219, 0.89011)
H (20.17163, -0.63601, -1.30232)
H (20.80483, 0.55237, -0.67496)
H (18.57861, 1.42526, 0.22884)
H (17.75511, -0.06236, -0.23270)
H (19.06200, -0.37013, -3.22750)
H (17.77082, -0.85003, -2.21896)
H (17.37089, 0.92565, -4.69581)
H (16.34974, -0.29287, -4.21919)
H (15.91404, 2.28270, -3.60892)
H (15.20050, 1.03675, -2.62968)
H (17.06564, 2.98478, -1.84580)
H (16.46748, 1.75674, -0.83557)
H (20.16742, 1.48139, -2.78904)
H (19.75945, 2.79129, -1.63974)
H (19.02292, 2.50217, -3.33150)
C (9.43531, 2.26875, 7.68546)
C (9.90023, 3.26836, 6.64930)
C (10.33728, 2.61833, 5.33480)
C (11.35813, 1.52405, 5.45056)
N (12.17751, 1.21594, 4.21079)
C (13.24329, 0.15858, 4.59882)
C (14.40799, 0.93349, 5.14105)
C (14.39654, 2.31923, 4.43490)
C (13.01394, 2.35492, 3.69452)
C (11.24798, 0.65840, 3.16794)
H (10.22446, 1.56931, 7.98250)
H (8.62885, 1.57649, 7.43133)
H (9.12464, 2.75874, 8.60751)
H (10.65633, 3.97069, 7.03177)
H (9.18701, 4.08737, 6.50128)
H (10.60478, 3.31969, 4.53487)
H (9.36833, 2.28155, 4.94144)
H (10.95826, 0.57461, 5.80383)
H (12.06277, 1.81032, 6.23784)
H (13.53960, -0.34908, 3.67949)
H (12.77854, -0.58685, 5.23963)
H (15.36882, 0.46966, 4.93328)
H (14.31180, 1.12014, 6.20912)
H (15.03505, 2.33765, 3.55422)
H (14.55078, 3.13003, 5.13615)
H (13.17586, 2.10682, 2.64933)
H (12.50796, 3.30404, 3.84909)
H (10.69492, -0.16767, 3.61318)
H (11.78644, 0.14930, 2.36779)
H (10.65937, 1.49618, 2.81622)
C (20.23909, 13.87928, -4.10238)
C (19.08506, 13.55477, -5.05055)
N (18.68403, 12.15379, -4.94227)
C (17.72381, 11.60758, -5.74368)
C (17.64447, 10.26296, -5.50729)
N (18.43602, 10.07149, -4.37698)
C (19.09396, 11.18239, -4.11003)
C (18.64922, 8.76221, -3.71576)
H (21.16909, 13.44139, -4.46064)
H (20.05074, 13.72069, -3.04019)
H (20.41197, 14.95794, -4.10178)
H (19.40882, 13.69653, -6.07969)
H (18.20578, 14.15229, -4.81519)
H (17.22991, 12.17243, -6.51746)
H (17.08423, 9.46479, -5.95817)
H (19.87427, 11.22565, -3.36810)
H (17.89486, 8.08351, -4.09734)
H (18.59714, 8.85643, -2.63441)
H (19.60742, 8.44786, -4.12683)
C (8.63099, 9.45011, -0.34006)
C (9.34629, 9.18274, -1.62704)
N (10.80667, 9.11843, -1.57591)
C (11.53985, 8.62680, -0.52832)
C (12.86249, 8.89077, -0.84483)
N (12.88418, 9.48453, -2.09076)
C (11.63123, 9.56394, -2.51121)
C (14.06880, 9.71782, -2.91945)
H (9.07929, 8.90383, 0.49512)
H (7.54810, 9.34824, -0.36900)
H (8.69729, 10.47202, 0.05553)
H (9.01114, 9.89354, -2.38250)
H (8.93010, 8.23076, -1.97159)
H (11.15972, 8.11260, 0.33304)
H (13.83821, 8.76890, -0.39568)
H (11.27648, 9.95714, -3.45091)
H (14.86397, 10.20604, -2.35773)
H (13.86973, 10.26341, -3.83506)
H (14.42461, 8.70134, -3.09402)
C (8.15406, 1.97567, 1.67986)
C (7.34724, 2.85262, 0.66971)
N (7.84632, 2.61662, -0.70875)
C (8.58248, 3.49320, -1.48202)
C (8.80367, 2.83446, -2.63459)
N (8.38294, 1.52606, -2.50602)
C (7.77434, 1.42553, -1.32075)
C (8.45300, 0.45396, -3.48529)
H (9.16942, 1.73592, 1.38237)
H (7.66963, 1.00842, 1.83537)
H (7.97912, 2.46459, 2.64051)
H (7.46323, 3.92109, 0.81752)
H (6.31635, 2.51104, 0.69717)
H (8.74543, 4.49815, -1.13749)
H (9.34601, 3.07043, -3.54015)
H (7.34215, 0.54629, -0.87242)
H (8.74274, 0.72706, -4.49721)
H (7.49077, -0.05192, -3.48583)
H (9.25116, -0.23091, -3.19617)
C (12.21126, 2.48726, -0.92390)
C (12.27475, 3.84018, -1.60100)
N (13.56328, 4.50385, -1.59521)
C (14.29530, 4.93515, -0.51009)
C (15.45892, 5.46638, -0.93574)
N (15.49037, 5.31414, -2.30906)
C (14.36724, 4.71022, -2.67204)
C (16.53900, 5.95779, -3.14552)
H (12.92512, 1.80236, -1.39450)
H (11.27000, 1.95226, -1.04393)
H (12.51104, 2.49439, 0.12510)
H (11.51761, 4.48488, -1.13613)
H (11.88378, 3.90591, -2.61977)
H (13.90863, 4.75119, 0.47942)
H (16.27912, 5.89985, -0.38623)
H (14.03318, 4.61197, -3.69889)
H (16.54314, 5.26260, -3.98434)
H (17.39841, 6.23903, -2.54801)
H (16.04404, 6.87050, -3.48242)
C (18.04455, 8.20266, 4.35077)
C (17.09491, 8.59435, 3.22142)
N (15.72031, 8.14150, 3.42259)
C (14.98748, 7.35319, 2.59298)
C (13.75118, 7.17457, 3.21168)
N (13.71688, 8.07983, 4.24645)
C (14.91459, 8.66984, 4.34310)
C (12.69625, 8.23448, 5.24592)
H (18.19700, 7.12594, 4.44795)
H (17.66203, 8.44946, 5.34764)
H (19.02107, 8.67288, 4.27181)
H (17.50904, 8.15856, 2.31272)
H (17.07161, 9.66952, 3.05488)
H (15.44603, 6.87358, 1.74256)
H (12.94405, 6.48584, 3.03907)
H (15.04045, 9.48550, 5.03628)
H (12.74486, 9.14144, 5.84539)
H (12.65486, 7.41634, 5.96672)
H (11.72475, 8.27172, 4.74893)
Cl (16.57405, 8.76713, -0.31668)
Cl (18.55862, 4.69393, 0.71536)
N (10.75053, 1.91876, -5.80415)
S (11.62777, 3.24038, -6.20488)
O (12.47442, 3.19208, -7.34598)
O (12.07510, 3.97306, -5.04057)
F (10.37215, 4.07883, -6.74911)
S (11.78594, 0.77540, -5.88357)
O (12.90733, 0.85808, -4.98639)
O (11.87456, 0.15365, -7.17790)
F (10.83833, -0.25952, -5.07420)

Maximum force ... 0.097 hartree/bohr
E_HOMO ... -14.174 eV
HOMO-LUMO gap ... 5.94 eV
Net charge ... +4

=====

Q: Which formula does entry 2 have?
A: C48H95Cl2F2N13O4S2